No. 1
This record from the OMol25 dataset describes a 5-piece molecular cluster, C2H13O4S overall in a non-equilibrium geometry. The level of theory is ωB97M-V/def2-TZVPD.

Each line ends with the Mulliken charge.
Geometry (Å):
C1 1.282 -0.153 1.638  -0.561
C2 0.419 -1.485 1.281  -0.803
S1 -0.566 -1.353 -0.257  -0.583
H1 0.638 0.525 2.173  0.071
H2 1.491 0.255 0.653  0.219
H3 2.086 -0.587 2.286  0.328
H4 -0.249 -1.632 2.131  0.330
H5 1.080 -2.452 1.188  0.266
H6 1.416 -0.970 -1.581  0.181
H7 1.462 -1.610 -2.965  0.332
O1 1.803 -0.779 -2.473  -0.669
H8 0.305 2.812 1.622  0.352
H9 -0.089 3.367 2.918  0.307
O2 0.715 3.123 2.495  -0.672
H10 -1.493 0.856 0.178  0.293
H11 -1.546 0.601 1.536  0.325
O3 -2.043 1.269 0.990  -0.703
H12 -1.102 -0.738 -3.329  0.280
H13 -0.344 0.425 -2.728  0.327
O4 -1.076 0.214 -3.199  -0.622

Forces on the atoms, in the same order (eV/Å):
C -1.0 -3.3 -0.4
C 1.1 -0.4 0.0
S 0.4 0.3 0.2
H 0.0 0.3 0.3
H 0.9 0.2 0.3
H -0.1 1.2 -0.7
H 0.0 -0.3 0.0
H -0.9 1.9 0.4
H -0.2 0.3 -0.3
H 0.9 2.1 1.1
O -0.8 -2.3 -0.8
H 1.1 0.4 1.5
H -1.0 0.4 1.0
O -0.3 -0.8 -2.5
H -1.9 1.1 1.3
H -1.1 0.8 0.2
O 3.0 -2.0 -1.5
H 0.3 0.2 0.4
H 3.7 0.5 2.4
O -4.0 -0.6 -2.9

The HOMO energy comes out at -3.6 eV. As for the gap between HOMO and LUMO: 0.264 Eh. Its strongest force on any atom is 5.01 eV/Å. The net charge is -1. The LUMO energy comes out at 3.61 eV. The electronic energy comes out at -783.1576 a.u.

No. 2
This record from the OMol25 dataset describes a 5-piece molecular cluster, C2H13O4S overall in a non-equilibrium geometry. The level of theory is ωB97M-V/def2-TZVPD.

Each line ends with the Mulliken charge.
Geometry (Å):
C1 -1.845 1.644 0.259  -0.742
C2 -0.543 1.891 -0.573  -0.534
S1 -0.636 0.975 -2.151  -0.693
H1 -2.417 0.920 -0.322  0.235
H2 -2.475 2.528 0.355  0.348
H3 -1.626 1.244 1.243  0.055
H4 0.289 1.511 0.020  0.171
H5 -0.482 2.977 -0.680  0.258
H6 0.810 -1.353 3.244  0.307
H7 -0.528 -1.202 3.860  0.346
O1 0.320 -1.625 4.030  -0.648
H8 3.931 -0.339 -2.177  0.328
H9 4.051 -0.454 -3.635  0.319
O2 4.493 -0.012 -2.892  -0.649
H10 -2.082 -0.644 1.984  0.302
H11 -1.312 -1.192 0.868  0.269
O3 -1.186 -0.952 1.800  -0.614
H12 0.700 -1.710 -1.099  0.289
H13 -0.032 -1.832 -2.335  0.323
O4 0.570 -2.375 -1.800  -0.670

Forces on the atoms, in the same order (eV/Å):
C 0.1 -0.1 -0.6
C -1.1 -0.5 0.5
S 0.3 0.1 -0.1
H -0.2 -0.1 0.3
H 0.1 0.2 0.0
H 0.0 0.2 0.2
H 0.2 0.3 -0.1
H 0.5 -0.1 -0.3
H -0.1 -0.2 0.1
H 0.0 -0.2 -0.1
O 0.3 0.2 0.1
H 0.1 0.3 0.2
H 0.3 0.4 0.0
O -0.5 -0.7 -0.2
H 0.1 0.2 0.3
H 0.5 0.0 -0.1
O -0.7 -0.3 -0.4
H 0.2 -0.4 -0.2
H 0.0 -0.1 -0.2
O -0.2 0.6 0.4

The HOMO energy comes out at -3.0 eV. As for the gap between HOMO and LUMO: 0.228 Eh. Its strongest force on any atom is 1.29 eV/Å. The net charge is -1. The LUMO energy comes out at 3.21 eV. The electronic energy comes out at -783.1657 a.u.

No. 3
This record from the OMol25 dataset describes a 4-piece molecular cluster, C2H14N2O3 overall in a non-equilibrium geometry. The level of theory is ωB97M-V/def2-TZVPD.

Each line ends with the Mulliken charge.
Geometry (Å):
C1 -1.534 -1.054 0.590  -1.027
N1 -1.345 -1.121 -0.840  -0.371
C2 -1.431 -2.631 -1.172  -0.562
N2 -0.344 -3.103 -2.118  -0.596
H1 -0.709 -1.465 1.103  0.404
H2 -1.557 0.014 0.745  0.351
H3 -2.314 -1.725 1.145  0.308
H4 -2.108 -0.666 -1.325  0.242
H5 -2.419 -2.926 -1.361  0.449
H6 -1.249 -3.098 -0.166  0.301
H7 -0.582 -2.764 -3.086  0.235
H8 0.408 -2.676 -1.752  0.273
O1 2.377 1.604 -1.291  -0.673
H9 1.656 1.162 -1.960  0.337
H10 2.111 2.410 -1.631  0.326
O2 1.046 4.148 3.769  -0.659
H11 1.364 3.132 3.653  0.332
H12 1.374 4.599 2.895  0.324
O3 1.815 2.369 1.168  -0.659
H13 1.177 1.631 1.310  0.298
H14 2.265 2.160 0.324  0.367

Forces on the atoms, in the same order (eV/Å):
C -1.2 0.2 0.7
N -0.4 -3.1 -0.7
C 3.1 0.8 1.2
N -5.9 -0.9 -1.3
H 1.7 -0.1 0.2
H -0.6 0.2 1.1
H 0.1 1.6 -1.4
H -0.1 0.2 0.1
H -1.3 -0.4 -1.2
H 0.3 0.1 -1.1
H 0.7 -0.3 1.5
H 3.6 1.9 0.9
O -2.4 -4.1 -2.9
H 2.6 0.2 2.8
H 0.0 3.8 -0.5
O 1.9 -2.3 -2.6
H -1.0 3.8 0.1
H -0.9 -1.6 2.4
O -0.5 -0.5 0.4
H 0.8 0.8 -0.3
H -0.5 -0.3 0.7

The HOMO energy comes out at -9.6 eV. As for the gap between HOMO and LUMO: 0.361 Eh. As for the SMILES: CNCN.O.O.O. Its strongest force on any atom is 6.16 eV/Å. The LUMO energy comes out at 0.24 eV. The electronic energy comes out at -419.7284 a.u.

No. 4
This record from the OMol25 dataset describes a 4-piece molecular cluster, C2H14N2O3 overall in a non-equilibrium geometry. The level of theory is ωB97M-V/def2-TZVPD.

Each line ends with the Mulliken charge.
Geometry (Å):
N1 1.084 0.876 -2.292  -0.624
C1 0.507 0.551 -0.967  -0.194
C2 1.809 0.348 -0.010  -0.363
N2 1.343 -0.061 1.355  -0.465
H1 1.409 1.840 -2.409  0.203
H2 0.444 0.684 -3.164  0.222
H3 -0.154 -0.318 -1.044  0.037
H4 -0.173 1.274 -0.576  0.318
H5 2.347 -0.467 -0.504  0.350
H6 2.397 1.257 0.018  0.259
H7 1.920 -0.579 1.935  0.170
H8 0.994 0.752 1.843  0.106
O1 -0.906 1.358 3.168  -0.604
H9 -1.209 1.561 2.358  0.301
H10 -0.434 2.190 3.427  0.309
O2 -1.372 -2.959 -2.527  -0.647
H11 -0.993 -2.256 -3.108  0.326
H12 -1.287 -2.594 -1.618  0.333
O3 -1.809 -0.061 1.017  -0.640
H13 -2.513 -0.663 0.928  0.272
H14 -0.934 -0.486 1.071  0.329

Forces on the atoms, in the same order (eV/Å):
N -1.6 -0.3 -2.4
C 2.2 0.0 -0.2
C -2.6 -1.3 0.1
N -1.7 1.6 -2.4
H -0.3 -0.5 0.4
H 1.4 0.5 2.6
H 0.7 -0.3 0.0
H -0.3 1.0 0.4
H 0.2 0.3 0.3
H 0.2 0.2 -0.3
H 1.6 -1.0 0.9
H 0.0 -0.2 0.3
O 2.8 0.7 4.9
H -2.1 0.6 -4.7
H -0.6 -1.2 0.0
O 0.5 1.2 0.2
H -0.4 -0.9 0.7
H 0.0 -0.3 -0.9
O 1.4 1.6 -0.1
H -0.9 -1.4 -0.1
H -0.4 -0.2 0.2

The HOMO energy comes out at -9.2 eV. As for the gap between HOMO and LUMO: 0.358 Eh. As for the SMILES: NCCN.O.O.O. Its strongest force on any atom is 5.65 eV/Å. The LUMO energy comes out at 0.57 eV. The electronic energy comes out at -419.7801 a.u.

No. 5
This record from the OMol25 dataset describes a 4-piece molecular cluster, C2H14N2O3 overall in a non-equilibrium geometry. The level of theory is ωB97M-V/def2-TZVPD.

Each line ends with the Mulliken charge.
Geometry (Å):
N1 -1.863 1.489 0.471  -0.668
C1 -0.636 1.411 -0.340  -0.269
C2 -0.743 0.247 -1.382  -0.708
N2 0.583 0.000 -1.927  -0.525
H1 -1.883 2.437 0.721  0.231
H2 -1.694 1.106 1.327  0.269
H3 -0.641 2.344 -1.038  0.258
H4 0.205 1.104 0.311  0.283
H5 -1.476 0.566 -1.983  0.495
H6 -1.157 -0.721 -1.089  0.265
H7 1.207 0.836 -2.180  0.258
H8 0.499 -0.660 -2.723  0.195
O1 2.193 -0.669 0.163  -0.683
H9 1.756 0.028 -0.383  0.315
H10 3.135 -0.611 -0.112  0.282
O2 -0.290 -0.094 2.682  -0.614
H11 -0.038 -0.958 2.316  0.342
H12 -0.306 -0.240 3.615  0.288
O3 0.237 -2.498 0.863  -0.688
H13 1.043 -2.018 0.485  0.384
H14 -0.131 -3.098 0.204  0.289

Forces on the atoms, in the same order (eV/Å):
N 0.1 0.9 -3.0
C -1.0 -1.5 -1.1
C 2.1 0.0 2.5
N 0.9 0.6 -1.7
H -0.7 1.8 0.2
H 0.6 -2.1 2.8
H 0.9 -1.3 1.7
H 0.2 1.2 -0.4
H -2.5 1.5 -3.3
H 0.4 0.1 1.1
H -1.9 -1.4 0.1
H 0.6 0.9 0.7
O 1.3 0.8 -0.2
H 0.0 -1.1 0.2
H -0.9 -0.2 0.4
O 0.1 -0.2 -0.8
H -0.2 0.1 -0.2
H 0.0 0.0 0.9
O 1.0 0.6 -0.2
H -1.3 -0.8 0.3
H 0.3 0.3 0.1

The HOMO energy comes out at -9.2 eV. As for the gap between HOMO and LUMO: 0.361 Eh. As for the SMILES: NCCN.O.O.O. Its strongest force on any atom is 4.36 eV/Å. The LUMO energy comes out at 0.66 eV. The electronic energy comes out at -419.7794 a.u.

No. 6
This record from the OMol25 dataset describes a 4-piece molecular cluster, C2H14NO3S2 overall in a non-equilibrium geometry. The level of theory is ωB97M-V/def2-TZVPD.

Each line ends with the Mulliken charge.
Geometry (Å):
N1 1.111 0.363 0.970  -0.436
C1 0.596 -1.194 0.771  -0.215
C2 1.394 -1.634 -0.441  -0.958
S1 1.497 -3.455 -0.768  -0.022
S2 -0.042 -4.377 -1.820  -0.157
H1 2.135 0.220 1.071  0.384
H2 0.496 0.936 1.739  0.413
H3 1.030 0.810 -0.015  0.296
H4 -0.502 -1.261 0.743  0.374
H5 0.827 -1.796 1.693  0.326
H6 0.797 -1.256 -1.292  0.383
H7 2.371 -1.322 -0.525  0.440
H8 -1.162 -4.359 -1.034  0.167
H9 1.501 3.213 -2.176  0.328
H10 0.480 2.733 -3.197  0.342
O1 0.779 2.556 -2.213  -0.656
H11 -1.918 1.016 1.405  0.296
H12 -1.942 0.247 2.623  0.323
O2 -1.392 0.454 1.839  -0.588
H13 -2.331 3.129 -0.346  0.300
H14 -3.162 2.586 0.824  0.312
O3 -2.563 2.389 0.148  -0.653

Forces on the atoms, in the same order (eV/Å):
N -1.6 -0.6 -0.8
C 1.1 0.3 1.6
C -4.5 -1.4 -1.7
S 0.1 -0.5 1.0
S -0.2 0.9 -0.1
H -0.9 0.7 0.8
H 1.8 -1.8 -2.2
H -0.3 -0.5 2.0
H 0.6 0.6 -0.7
H 0.4 1.0 -0.6
H 0.7 0.2 0.0
H 2.3 0.8 0.1
H 0.7 0.1 0.2
H -0.3 -0.4 0.3
H 0.6 -0.8 2.9
O -0.3 1.2 -3.0
H -3.0 3.8 -3.5
H 0.7 -0.1 -0.4
O 2.1 -3.4 4.0
H 0.4 2.1 -1.1
H -1.5 1.1 1.2
O 1.0 -3.2 0.0

The HOMO energy comes out at -11.9 eV. As for the gap between HOMO and LUMO: 0.323 Eh. Its strongest force on any atom is 5.93 eV/Å. The net charge is +1. The LUMO energy comes out at -3.08 eV. The electronic energy comes out at -1161.1505 a.u.

No. 7
This record from the OMol25 dataset describes a 5-piece molecular cluster, C2H14NO5 overall in a non-equilibrium geometry. The level of theory is ωB97M-V/def2-TZVPD.

Each line ends with the Mulliken charge.
Geometry (Å):
O1 -0.916 -1.816 2.487  -0.422
C1 -0.403 -0.727 2.487  -0.043
C2 0.993 -0.510 1.949  -0.313
N1 1.293 -1.162 0.676  -0.174
H1 -1.044 0.156 2.634  0.320
H2 1.144 0.591 1.951  0.330
H3 1.604 -0.963 2.763  0.293
H4 0.425 -1.367 0.157  0.242
H5 1.706 -0.416 0.062  0.385
H6 1.891 -1.987 0.676  0.372
H7 -1.210 3.156 1.965  0.320
H8 -1.235 3.508 0.549  0.299
O2 -0.989 2.758 1.114  -0.603
H9 -2.143 -0.614 -1.911  0.301
H10 -1.910 -1.922 -0.990  0.307
O3 -1.517 -1.187 -1.474  -0.598
H11 0.701 2.534 -3.695  0.316
H12 -0.343 1.722 -4.419  0.321
O4 0.144 1.757 -3.587  -0.626
H13 0.659 -0.385 -2.148  0.305
H14 1.777 0.546 -2.593  0.319
O5 1.519 -0.039 -1.879  -0.649

Forces on the atoms, in the same order (eV/Å):
O 0.5 0.0 0.2
C -1.6 -0.6 -1.7
C 0.5 0.6 3.0
N -0.5 1.4 -1.6
H 0.4 0.2 0.6
H 0.3 -0.8 -0.6
H 0.1 0.5 -0.7
H 0.1 -0.3 0.2
H 0.1 -0.8 -0.2
H 0.0 0.1 0.3
H 0.1 -0.4 0.3
H 0.2 -0.5 -0.3
O -0.3 0.7 0.1
H -0.6 -0.2 0.2
H -0.6 0.4 -0.5
O 1.5 -0.3 0.5
H 0.0 0.2 0.1
H 0.0 -0.1 0.0
O 0.0 0.0 -0.2
H -0.1 0.2 -0.1
H -0.1 0.2 -0.1
O 0.1 -0.5 0.7

The HOMO energy comes out at -14.2 eV. As for the gap between HOMO and LUMO: 0.398 Eh. Its strongest force on any atom is 3.07 eV/Å. The net charge is +1. The LUMO energy comes out at -3.34 eV. The electronic energy comes out at -515.2933 a.u.

No. 8
This record from the OMol25 dataset describes C2H14NaO13 as an isolated structure in a non-equilibrium geometry. The level of theory is ωB97M-V/def2-TZVPD.

Each line ends with the Mulliken spin population.
Geometry (Å):
Na1 20.446 9.305 3.065  0.001
C1 23.914 9.939 2.053  -0.061
O1 24.593 9.976 3.048  0.322
O2 24.312 10.426 1.003  0.449
O3 22.744 9.766 2.156  0.288
C2 19.727 12.229 2.635  0.000
O4 19.062 13.280 2.679  0.000
O5 19.397 11.258 1.985  0.000
O6 20.774 12.140 3.246  0.000
O7 21.771 8.585 5.014  0.000
H1 21.581 8.651 5.950  0.000
H2 21.910 7.650 4.862  0.000
O8 21.105 11.104 -0.215  0.001
H3 20.777 11.097 0.684  0.001
H4 20.393 11.489 -0.727  -0.001
O9 17.253 10.030 3.018  0.000
H5 17.572 9.193 3.356  0.000
H6 17.922 10.306 2.391  0.000
O10 22.810 6.666 2.510  0.002
H7 23.444 6.533 1.806  0.000
H8 22.660 7.612 2.523  -0.002
O11 18.854 7.618 3.865  0.000
H9 18.871 7.369 4.789  0.000
H10 18.765 6.789 3.395  0.000
O12 20.323 7.427 0.875  0.000
H11 19.593 6.853 1.106  0.000
H12 20.221 7.578 -0.065  0.000
O13 19.587 10.687 5.567  0.000
H13 20.351 10.815 6.130  0.000
H14 19.647 11.389 4.919  0.000

Forces on the atoms, in the same order (eV/Å):
Na 0.5 1.5 -0.3
C 1.0 2.9 0.0
O 4.0 -1.0 3.8
O 2.3 0.5 -3.9
O -7.2 -3.2 0.3
C -0.4 4.2 1.3
O -2.2 2.2 -0.3
O -2.9 -6.7 -4.7
O 5.1 -0.7 4.1
O -0.2 -0.2 -0.1
H -0.1 0.2 0.2
H 0.4 -0.4 -0.2
O 0.7 -0.3 -1.5
H -0.6 0.1 1.2
H -0.2 0.2 0.2
O -1.5 -1.0 0.6
H 0.0 -0.1 0.2
H 1.2 1.3 -0.6
O -0.1 -1.0 0.5
H 0.1 0.2 -0.1
H 0.1 1.0 -0.3
O 0.0 -0.1 -0.2
H 0.1 0.2 0.4
H 0.0 -0.2 -0.2
O 0.0 -0.2 0.4
H -0.2 -0.1 0.0
H 0.1 0.4 -0.2
O -0.5 -1.1 1.0
H 0.2 0.3 -0.2
H 0.5 0.8 -1.1

The HOMO energy (alpha / beta) comes out at 1.1 / 1.1 eV. As for the gap between HOMO and LUMO (alpha / beta): 0.084 / 0.084 Eh. Its strongest force on any atom is 8.71 eV/Å. The net charge is -2. Its multiplicity is 2. The LUMO energy (alpha / beta) comes out at 3.38 / 3.38 eV. The electronic energy comes out at -1225.0310 a.u.

No. 9
This record from the OMol25 dataset describes a 5-piece molecular cluster, C2H14O4S overall in a non-equilibrium geometry. The level of theory is ωB97M-V/def2-TZVPD.

Each line ends with the Mulliken charge.
Geometry (Å):
C1 -3.419 1.350 3.893  -0.797
S1 -2.313 0.246 2.843  -0.091
C2 -2.720 -1.338 3.612  -0.764
H1 -3.649 2.253 3.308  0.289
H2 -2.870 1.643 4.776  0.267
H3 -4.347 0.839 4.087  0.281
H4 -3.377 -1.212 4.459  0.267
H5 -3.293 -2.039 2.929  0.269
H6 -1.737 -1.613 3.987  0.279
O1 3.761 2.661 -2.243  -0.625
H7 3.729 1.860 -2.787  0.326
H8 3.271 3.380 -2.642  0.301
O2 4.312 -0.390 -1.006  -0.652
H9 4.059 0.135 -0.236  0.326
H10 5.194 -0.109 -1.261  0.319
O3 0.931 -3.952 -4.986  -0.639
H11 0.162 -4.243 -4.492  0.322
H12 0.724 -3.107 -5.393  0.317
O4 0.122 1.292 -3.043  -0.634
H13 0.806 1.855 -2.657  0.322
H14 0.653 0.492 -3.148  0.315

Forces on the atoms, in the same order (eV/Å):
C 0.9 0.1 -1.4
S -1.3 1.0 0.5
C -0.3 -0.3 -0.5
H 0.2 -0.3 0.1
H -0.1 -0.1 0.3
H -0.2 -0.2 0.2
H 0.0 0.3 0.3
H 1.3 0.6 0.6
H -0.3 -1.1 -0.1
O 0.3 -0.4 0.5
H -0.2 0.5 0.0
H -0.1 -0.2 -0.4
O -0.3 -0.1 0.0
H 0.2 0.0 -0.2
H 0.1 0.1 0.2
O 0.4 -0.1 -0.1
H -0.1 0.2 0.0
H -0.2 -0.1 0.1
O 0.9 -0.1 0.1
H -0.4 0.4 0.1
H -0.5 -0.2 -0.1

The HOMO energy comes out at -8.5 eV. As for the gap between HOMO and LUMO: 0.323 Eh. As for the SMILES: CSC.O.O.O.O. Its strongest force on any atom is 1.73 eV/Å. The LUMO energy comes out at 0.34 eV. The electronic energy comes out at -783.6987 a.u.

No. 10
This record from the OMol25 dataset describes a 5-piece molecular cluster, C2H14O4S overall in a non-equilibrium geometry. The level of theory is ωB97M-V/def2-TZVPD.

Each line ends with the Mulliken charge.
Geometry (Å):
C1 -1.398 -0.105 -1.909  -0.992
C2 -1.678 0.453 -0.519  -0.076
S1 -2.491 2.115 -0.745  -0.252
H1 -1.401 -1.201 -1.944  0.303
H2 -2.167 0.120 -2.654  0.400
H3 -0.472 0.280 -2.343  0.243
H4 -0.799 0.726 0.055  -0.070
H5 -2.343 -0.224 0.007  0.326
H6 -3.780 1.796 -0.551  0.126
O1 -0.201 -2.512 2.562  -0.634
H7 0.360 -2.439 3.322  0.294
H8 0.371 -2.436 1.794  0.369
O2 1.916 0.740 -0.819  -0.593
H9 2.143 1.239 0.001  0.307
H10 2.751 0.577 -1.231  0.289
O3 1.113 -1.835 0.111  -0.677
H11 1.512 -2.156 -0.689  0.284
H12 1.162 -0.882 -0.038  0.375
O4 1.985 2.246 1.728  -0.694
H13 2.333 1.359 1.803  0.338
H14 1.085 2.139 2.059  0.334

Forces on the atoms, in the same order (eV/Å):
C 0.2 -0.7 -0.7
C -1.0 0.8 -1.1
S 0.0 0.0 0.4
H 0.5 0.1 0.4
H -0.2 0.4 0.4
H 0.0 -0.1 0.2
H 0.1 -0.5 0.0
H 0.1 0.2 0.4
H 0.1 -0.2 0.0
O -0.7 0.0 -0.2
H 0.5 0.0 0.6
H 0.2 0.1 -0.3
O -0.5 0.5 1.3
H -0.4 0.0 -0.9
H 0.8 -0.2 -0.5
O -0.1 0.2 0.4
H 0.2 -0.6 -0.5
H 0.0 0.3 0.0
O -0.2 -0.1 -0.2
H 0.4 -0.4 0.5
H -0.1 0.3 0.0

The HOMO energy comes out at -8.8 eV. As for the gap between HOMO and LUMO: 0.328 Eh. As for the SMILES: CCS.O.O.O.O. Its strongest force on any atom is 1.70 eV/Å. The LUMO energy comes out at 0.09 eV. The electronic energy comes out at -783.7232 a.u.

Question: Number 8 is which compound?
Answer: C2H14NaO13